DFT (ωB97M-V/def2-TZVPD) results for a 5-piece molecular cluster, C55H59IN2O11S2 overall in a non-equilibrium geometry.

The geometry in XYZ format:
```
130
C55H59IN2O11S2 (ωB97M-V/def2-TZVPD)
C 8.13125 -4.04596 0.72914
O 8.57208 -3.55511 1.97383
C 9.28522 -2.33048 1.87014
C 8.45371 -1.15472 1.31297
C 8.93416 -0.70357 -0.06263
C 8.20834 0.55191 -0.58867
C 6.69381 0.42398 -0.52990
C 5.93696 1.68881 -0.98590
C 4.55171 1.72687 -0.33689
C 3.80029 3.05574 -0.58445
C 2.28410 2.84288 -0.57347
C 1.75870 2.01221 0.41542
C 0.40747 1.73477 0.47755
C -0.43386 2.30599 -0.46931
C 0.05201 3.13488 -1.46869
S -1.15524 3.84428 -2.56040
C 1.44285 3.41075 -1.53116
C 1.95338 4.28652 -2.66930
C 1.95562 3.46904 -3.98710
C 3.29996 2.72330 -4.23216
C 3.11416 1.20619 -4.20444
C 4.33858 0.46906 -4.73660
O 4.05493 -0.91371 -4.87765
C 4.96169 -1.77077 -4.21585
S -2.16672 1.91285 -0.32062
C -2.01202 0.19106 0.11438
C -2.86675 -0.77870 -0.39808
C -3.98794 -0.42176 -1.34591
C -3.80495 -1.16695 -2.68759
C -3.05447 -0.29226 -3.69764
I -1.77147 -1.43412 -4.98926
C -2.64297 -2.10219 -0.01620
C -1.60603 -2.42915 0.82728
N -1.38364 -3.81809 1.18599
C -0.29001 -4.25256 0.85314
O 0.74753 -4.66674 0.54161
C -0.76206 -1.45715 1.35498
C -0.97032 -0.13775 0.98160
N -0.13156 0.88564 1.47138
H 8.85341 -3.85451 -0.07113
H 7.16817 -3.60020 0.45308
H 7.97623 -5.12153 0.80716
H 10.16157 -2.50752 1.22938
H 9.65885 -2.11997 2.87188
H 7.42001 -1.48830 1.28442
H 8.48396 -0.34475 2.04278
H 10.00611 -0.49265 -0.05062
H 8.75961 -1.52764 -0.76179
H 8.54392 0.68731 -1.62154
H 8.54649 1.40489 0.00577
H 6.40545 0.25732 0.51147
H 6.34440 -0.45950 -1.07256
H 5.76287 1.58217 -2.06129
H 6.52171 2.58727 -0.78494
H 3.95760 0.93722 -0.80382
H 4.59695 1.54208 0.73754
H 4.05813 3.40874 -1.57547
H 4.06896 3.79576 0.17099
H 2.40458 1.54192 1.14819
H -0.69526 3.58028 -3.79012
H 2.96340 4.62641 -2.47269
H 1.27031 5.13214 -2.75117
H 1.70054 4.09436 -4.84532
H 1.19306 2.69270 -3.94946
H 4.04642 3.00482 -3.49228
H 3.62415 2.98043 -5.24297
H 2.26877 0.89252 -4.82145
H 2.93104 0.83425 -3.19059
H 4.62146 0.86343 -5.72074
H 5.19702 0.64085 -4.07686
H 5.98456 -1.38533 -4.23735
H 4.65444 -1.96544 -3.18244
H 4.96072 -2.72484 -4.74528
H -4.96019 -0.60832 -0.89635
H -3.90729 0.64050 -1.57373
H -3.33207 -2.13763 -2.55682
H -4.78536 -1.39115 -3.11731
H -3.75600 0.21210 -4.35707
H -2.45087 0.47992 -3.22370
H -3.27109 -2.90172 -0.38900
H 0.03638 -1.71776 2.03816
H 0.60700 0.52036 2.05644
O 6.23317 -0.37364 3.13118
C 6.32025 -0.10204 4.31031
C 6.77049 -1.11697 5.29393
C 6.86797 -0.82489 6.58831
C 6.53210 0.52768 7.10081
O 6.62206 0.79516 8.27871
C 6.08226 1.54291 6.11353
C 5.98550 1.25063 4.81947
H 7.01101 -2.09552 4.89591
H 7.19335 -1.54843 7.32476
H 5.84244 2.52179 6.50868
H 5.66149 1.97452 4.08201
O -8.13236 2.45263 -2.07721
C -7.16860 3.06568 -2.48762
C -5.88543 3.07642 -1.74334
C -4.83150 3.75004 -2.19739
C -4.89621 4.51453 -3.46859
O -3.93348 5.11899 -3.88996
C -6.18176 4.50293 -4.21332
C -7.23564 3.83105 -3.75777
H -5.85730 2.50792 -0.82158
H -3.88401 3.76854 -1.67335
H -6.20537 5.06624 -5.13747
H -8.18205 3.80635 -4.28278
O -10.23541 -1.08144 3.17514
C -9.24571 -0.61154 2.65197
C -7.89893 -0.82094 3.23719
C -6.81413 -0.30505 2.66585
C -6.90883 0.49733 1.42121
O -5.91582 0.96242 0.90341
C -8.25608 0.70559 0.83551
C -9.34038 0.18941 1.40774
H -7.85542 -1.41216 4.14314
H -5.82032 -0.44340 3.07234
H -8.30166 1.29629 -0.07110
H -10.33366 0.32742 0.99996
O -9.09216 -4.99794 4.23430
C -10.28327 -5.17857 4.08817
C -10.87946 -6.52981 4.24088
C -12.18463 -6.72785 4.07822
C -13.09877 -5.60682 3.73898
O -14.28810 -5.79145 3.59311
C -12.50013 -4.25805 3.58705
C -11.19449 -4.05805 3.74962
H -10.19550 -7.33168 4.48864
H -12.64256 -7.70317 4.18351
H -13.18282 -3.45520 3.33920
H -10.73864 -3.08239 3.64370
```

## Properties
SMILES string: COCCCCCCCCc1cc2c(c(S)c1CCCCCOC)Sc1c(CCCI)cc(N=C=O)cc1N2.O=C1C=CC(=O)C=C1.O=C1C=CC(=O)C=C1.O=C1C=CC(=O)C=C1.O=C1C=CC(=O)C=C1
LUMO energy: -1.707 eV
Electronic energy: -4162.27018 Ha
Orbital gap: 6.1894 eV


DFT (ωB97M-V/def2-TZVPD) results for the molecule C2H3NS3 in a non-equilibrium geometry.

The geometry in XYZ format:
```
9
C2H3NS3 (ωB97M-V/def2-TZVPD)
S 1.75794 -2.31589 0.23606
C 1.06760 -0.92621 0.81018
S -0.68230 -0.77434 0.31370
C -1.20578 0.82874 0.79852
N -1.13862 1.98120 0.18514
S -0.50593 2.14467 -1.34747
H 1.53131 -0.00009 1.44308
H -1.52511 0.98245 1.80680
H -0.32219 0.86310 -1.43476
```

## Properties
SMILES string: S=CS/C=N\S
Energy relative to the best compared isomer or geometry (same formula, charge and spin): 211.8 kJ/mol
LUMO energy: -0.882 eV
Electronic energy: -1327.23599 Ha
Orbital gap: 8.2716 eV


DFT (ωB97M-V/def2-TZVPD) results for the molecule C4H6N2 in a non-equilibrium geometry.

The geometry in XYZ format:
```
12
C4H6N2 (ωB97M-V/def2-TZVPD)
H -0.99686 -0.69624 -2.18078
N -1.63833 -0.35798 -1.45786
C -0.76153 -0.16956 -0.56992
C 0.80320 -0.50395 -0.47504
C 0.66326 -0.02200 0.96518
N 0.20728 1.34536 1.00852
C -0.79589 0.30021 0.83487
H 1.01709 -1.57958 -0.57545
H 1.56021 0.03892 -1.06931
H 1.16078 -0.43147 1.83302
H 0.39341 1.85407 0.14476
H -1.61262 0.22223 1.54202
```

## Properties
SMILES string: [H]/N=C1\C[C@H]2N[C@@H]12
Energy relative to the best compared isomer or geometry (same formula, charge and spin): 257.5 kJ/mol
LUMO energy: 1.029 eV
Electronic energy: -265.43749 Ha
Orbital gap: 10.8047 eV